Computed, not measured: an isolated molecule of C20H19BrClNO5, with ωB97M-V/def2-TZVPD.

The geometry in XYZ format:
```
47
Properties=species:S:1:pos:R:3:nbo_charge:R:1
C 5.28781 -0.72743 -0.08371 -0.618
C 3.86129 -0.58188 -0.58953 -0.062
O 3.00601 -0.61237 0.53762 -0.515
C 1.66081 -0.59133 0.35313 0.346
C 1.03340 -0.41815 -0.86986 -0.306
C -0.36001 -0.41358 -0.98134 -0.034
C -0.94150 -0.25463 -2.30388 -0.230
C -2.12270 -0.72425 -2.72847 0.104
N -2.58454 -0.48474 -4.01723 -0.609
C -3.59080 -1.21749 -4.59144 0.688
C -3.95116 -0.75494 -5.98052 -0.712
O -4.11200 -2.14306 -4.01644 -0.579
C -3.08273 -1.51792 -1.87664 0.786
O -4.09155 -1.05825 -1.41536 -0.578
O -2.62687 -2.74153 -1.62776 -0.666
C -1.12961 -0.53893 0.17015 -0.243
C -0.50509 -0.69827 1.39436 -0.049
Cl -1.46074 -0.83278 2.82091 0.031
C 0.88028 -0.74900 1.51698 0.193
O 1.44941 -0.97710 2.74105 -0.500
C 2.14700 0.13152 3.30754 -0.099
C 1.17769 1.24191 3.61478 0.021
C 0.83860 2.16293 2.63045 -0.220
C -0.13267 3.11979 2.86182 -0.231
C -0.76546 3.14991 4.09173 -0.071
Br -2.09959 4.46789 4.42107 0.050
C -0.44447 2.24422 5.08785 -0.238
C 0.52395 1.28936 4.83982 -0.203
H 5.97860 -0.72722 -0.92182 0.215
H 5.53487 0.09530 0.58183 0.213
H 5.39092 -1.65919 0.46520 0.218
H 3.74361 0.36972 -1.12696 0.170
H 3.61243 -1.40620 -1.27066 0.176
H 1.62086 -0.30663 -1.76747 0.216
H -0.32523 0.27699 -3.02012 0.201
H -2.10055 0.21354 -4.56448 0.403
H -4.28573 0.27982 -5.95134 0.233
H -4.75020 -1.37905 -6.36881 0.247
H -3.08712 -0.82703 -6.63793 0.228
H -3.27760 -3.24095 -1.10869 0.502
H -2.20312 -0.47377 0.13167 0.240
H 2.93419 0.47171 2.62550 0.192
H 2.59807 -0.26539 4.21884 0.199
H 1.33311 2.13175 1.67029 0.217
H -0.39836 3.83047 2.09443 0.227
H -0.95151 2.27963 6.03979 0.229
H 0.76803 0.56662 5.60366 0.217
```

Properties
- Energy relative to the best compared isomer or geometry (same formula, charge and spin): 0.151 eV
- DFT total energy: -115340.993 eV
- Charge: 0
- LUMO level: 0.44 eV
- Maximum force: 0.0136 hartree/bohr
- Kohn-Sham gap: 8.568 eV
- HOMO energy: -8.130 eV
- Molar mass: 468.7 g mol⁻¹